1.
49
Properties=species:S:1:pos:R:3 method="wB97M-V/def2-TZVPD" relative_energy_kcal_mol=136.16 homo_energy_ev=-8.419 lumo_ev=0.509 charge=0
O 4.18859 0.29881 -0.58182
O 0.90762 -1.09130 2.30777
O 1.72262 0.09811 -3.49265
O -0.64113 0.00846 1.03722
O -1.39885 4.32548 1.33387
O 3.52851 -1.78360 -2.43847
O 0.91029 0.63526 -1.43484
N -1.65735 3.12576 1.09965
C -1.30251 -2.98827 0.46778
C -1.94736 2.46894 2.37886
C -2.25581 2.34935 -1.05047
C 2.47889 -1.22682 -1.62272
C -2.81290 3.02074 0.18576
C -0.10797 1.46385 -2.00765
C -0.10694 1.29164 1.43694
C -2.65932 -2.65584 1.06252
C -0.94816 2.04370 -0.87741
C 1.71839 -0.03000 -2.25969
C 1.16358 -2.96215 -0.01564
C -0.07724 -2.31957 0.63578
C 0.10311 -1.07036 1.40366
C 0.94157 -2.98852 -2.53427
C 3.18537 -0.71572 -0.32698
C -0.68979 1.75870 2.75587
C 1.50707 -2.40809 -1.42567
C -0.47192 2.43266 0.49242
H -2.74906 1.75830 2.18851
H 0.37597 2.26357 -2.61675
H -2.29330 3.14672 3.13399
H 2.46250 -0.32330 0.41138
H 1.16830 -2.59449 -3.53281
H 0.99968 1.27099 1.50873
H -1.32508 -3.90028 -0.16827
H 0.26553 -3.82904 -2.47801
H 0.01716 2.47369 3.15302
H -3.62626 2.43721 0.64645
H 3.68610 -1.53760 0.15728
H -0.76092 0.94517 -2.68262
H 0.33473 3.18102 0.49690
H -2.63441 -1.81390 1.71079
H -0.85491 0.90721 3.45202
H 4.20208 -1.08938 -2.52816
H -3.02605 -3.50416 1.67001
H 2.04623 -2.86909 0.64195
H -3.39283 -2.52455 0.25430
H -3.19463 4.00781 -0.02097
H 4.81464 0.34033 0.13726
H -2.77503 2.22651 -2.01449
H 0.98119 -4.05395 -0.05033

2.
98
Properties=species:S:1:pos:R:3 method="wB97M-V/def2-TZVPD" homo_energy_ev=-6.471 lumo_ev=1.567 charge=-1
Cl -8.39419 -0.16517 -1.28211
Cl -3.84126 -12.32069 -3.18539
Cl -1.21677 -7.91022 0.18984
Cl -7.17622 1.38732 0.78570
Cl -2.03900 1.18603 5.19350
Cl 8.48404 3.81890 1.58943
Cl 4.74087 0.20136 -6.33046
Cl 1.18320 -0.28474 -3.87284
Cl 0.95372 -3.17298 -1.40436
Cl -5.53029 -1.05795 -4.40240
Cl -6.50036 -1.68617 0.26703
Cl -7.02627 3.07866 4.81495
Cl -5.18232 -9.95219 -4.20748
Cl -2.59822 4.48871 -3.80532
Cl -3.61243 1.94291 -4.76603
Cl -2.98568 1.53415 2.44086
Cl 0.21568 -9.80125 -1.49102
Cl -5.89060 3.92488 2.28030
Cl 9.35016 2.14673 3.80303
Cl -3.34276 -9.73257 -1.96418
Cl -5.58638 3.48517 8.59288
Cl 4.87788 -4.53460 -1.56548
Cl -4.61414 3.12023 -2.28472
Cl -3.95748 -0.00376 -2.19349
Cl -3.50009 5.46973 8.19913
Cl 0.81221 -4.54108 -3.97374
Cl 0.50962 -6.04157 -1.49980
Cl 3.79517 7.25235 2.96310
Cl -3.52176 3.51131 4.36407
Cl 1.03386 3.68310 2.20388
Cl 5.92440 6.92918 1.01507
Cl -1.71108 -10.76251 0.46601
Cl 0.81269 -0.68781 -6.73651
Cl 5.38088 -4.92070 -4.40081
Cl -3.85585 -2.82401 -2.80943
Cl 6.54656 7.31636 3.82203
Cl 2.11861 6.36715 2.17714
Cl 4.06229 0.91732 -3.59970
Cl 6.26584 2.25509 -4.94669
Cl 6.94341 3.75604 4.04741
Cl -5.96325 5.62486 6.66649
Cl -8.31011 5.18830 3.28108
Cl -0.84875 5.76455 2.53216
Cl -1.54347 -0.55242 -5.12414
Cl 7.33899 -5.80581 -2.44137
S 3.90962 2.22375 0.81954
Al 1.95248 -0.04803 -0.11703
O 0.91959 1.02461 -1.23071
O 2.95599 -0.98929 -1.31716
O -0.93805 0.42295 1.66889
O 0.65124 -0.93762 0.79836
O 4.00800 -2.50534 0.37441
O 5.30767 -1.42407 -1.35466
O 4.48165 3.00242 1.96440
O 4.87136 1.62454 0.02182
C -0.46893 -0.14591 0.46851
C -4.53922 -10.75059 -2.76711
C 1.30497 -4.66234 -2.27539
C -4.87299 -1.37790 -2.79039
C 4.67253 1.50942 -5.14253
C -4.01248 3.43281 -3.88625
C 2.88526 0.89509 1.39134
C 5.61805 -5.58060 -2.77827
C -2.33844 2.34719 3.89214
C 8.56019 3.66094 3.34563
C -7.65965 -0.30212 0.32104
C -5.24221 5.17754 8.21363
C 0.68702 5.28194 1.76036
C 0.18250 -1.01377 -5.11152
C -0.26018 1.08452 -0.51662
C -7.38210 3.68341 3.19329
C -0.50266 -9.52371 0.09957
C 5.41189 6.60792 2.67455
B 4.04721 -1.62195 -0.74543
H 9.14869 4.48202 3.73604
H -5.70350 -1.56134 -2.12235
H -1.24704 -0.87475 0.16713
H -8.41001 -0.60711 1.03990
H -0.23159 1.93760 0.18673
H 3.50808 0.16075 1.93544
H 5.31250 -0.51824 -1.66657
H 0.24480 -2.07672 -4.91789
H -1.19551 1.09195 -1.10626
H 5.38873 5.53420 2.82083
H 3.18595 3.12593 0.07419
H -7.98357 2.94432 2.68214
H -1.40784 2.85324 3.66389
H 0.28369 -9.58831 0.84103
H 0.54069 5.30346 0.68438
H 5.13553 -6.54926 -2.73349
H -5.35863 -10.91770 -2.07917
H -0.27585 0.15032 2.32960
H 2.18127 1.26781 2.11161
H -5.68356 5.79476 8.98609
H 3.98900 2.26463 -5.51079
H 2.37450 -4.82778 -2.24607
H -4.79139 3.94559 -4.43649
H 4.18342 -2.02334 1.17803

3.
51
Properties=species:S:1:pos:R:3 method="wB97M-V/def2-TZVPD" relative_energy_kcal_mol=0.00 homo_energy_ev=-11.006 lumo_ev=-4.223 charge=+1
Rh -1.10322 0.91962 -0.30647
As -2.50909 -0.90959 -0.81253
Cl 1.73705 4.82278 -0.75856
Cl -1.26424 7.54117 2.77379
S -0.09371 -0.63057 1.02991
Si 2.77947 -2.73248 0.71178
O -2.58596 1.67851 0.85594
O -0.19374 2.71598 -0.35325
N 0.46274 0.11172 -1.27515
C 1.07087 0.30928 -2.44862
C 4.32982 -3.48495 0.00642
C 2.21575 -0.39155 -2.75220
C -1.67697 -2.45281 -1.61021
C 0.12169 6.02115 1.01629
C 0.36751 4.89284 0.28501
C 1.45949 -4.03112 0.96079
C 0.97122 -0.73384 -0.36800
C -0.47851 3.75109 0.36179
C -1.60357 3.85262 1.22531
C 2.72180 -1.29334 -1.81675
C -2.56378 2.82238 1.37132
C -3.82713 -0.33238 -2.10178
C -1.84256 5.03596 1.97148
C 3.12370 -1.79921 2.28806
C -3.53806 -1.56961 0.67205
C -0.99385 6.09353 1.87059
C 2.11688 -1.49690 -0.57850
H 0.79163 6.86654 0.93720
H 1.78087 -4.75386 1.71394
H -3.41445 3.05076 2.02062
H 2.70678 -0.23379 -3.70124
H 5.09555 -2.73270 -0.19291
H 1.26680 -4.58136 0.03723
H -2.44450 -3.18507 -1.85622
H -0.97001 -2.88562 -0.90475
H 0.51880 -3.59639 1.30594
H -4.50402 -1.15533 -2.32781
H 4.13742 -4.03563 -0.91666
H 0.62636 1.03323 -3.11747
H 4.74898 -4.19408 0.72337
H -1.15223 -2.15571 -2.51675
H 3.50022 -2.47769 3.05646
H -3.33155 -0.00776 -3.01492
H 2.22717 -1.31879 2.68449
H -4.02479 -0.72786 1.16010
H -2.87336 -2.06413 1.37687
H 3.61937 -1.84785 -2.06299
H -4.28581 -2.27356 0.31040
H -2.70615 5.09049 2.62153
H 3.87501 -1.02345 2.12915
H -4.39174 0.49935 -1.68412

4.
50
Properties=species:S:1:pos:R:3 method="wB97M-V/def2-TZVPD" relative_energy_kcal_mol=0.00 homo_energy_ev=-10.015 lumo_ev=-0.299 charge=0
O 1.62089 1.32048 4.02742
O -1.16645 4.01947 4.33281
O 0.04023 1.81656 2.32944
O 0.63740 8.20148 4.21514
N -0.46612 6.21036 4.71007
N 0.45148 -1.69703 -2.05214
N -3.12485 -5.70970 -3.42603
C -1.02438 -7.07837 -2.70779
C 0.99300 4.78965 3.54533
C -2.52014 -1.07703 -4.27944
C 0.12641 0.55891 1.65086
C 2.75272 6.32645 2.90851
C 0.08069 -6.16544 -2.16047
C 0.57021 7.00693 4.14027
C 2.90745 3.94262 2.46922
C -0.68834 -1.79222 -1.98581
C -2.20338 -6.31106 -3.10864
C 0.84270 0.69360 0.30933
C 0.56694 -5.14884 -3.18589
C -0.33059 4.87379 4.21608
C 3.44182 5.23669 2.39654
C 1.52344 6.06930 3.48996
C 1.66292 3.67550 3.04560
C -2.77083 -2.19523 -3.27530
C -2.14314 -1.92203 -1.90388
B 1.06480 2.20618 3.12872
H -2.36765 -2.73653 -1.21350
H 0.91385 -6.79239 -1.83928
H 1.90445 0.45767 0.38167
H 0.75689 1.73726 -0.00638
H -2.91008 -0.12360 -3.91704
H 0.36581 0.07649 -0.44622
H -1.38959 6.57825 4.50438
H 1.36695 -4.53493 -2.77515
H 3.14054 7.33548 2.86754
H 2.54265 1.53460 4.20142
H -3.00891 -1.30063 -5.22718
H 3.49203 3.13074 2.04892
H -3.84354 -2.33194 -3.13556
H 0.94612 -5.64662 -4.08074
H 0.63926 -0.16411 2.28888
H 4.40419 5.38777 1.92197
H -1.33555 -7.80652 -1.95791
H -0.89056 0.19180 1.51078
H -0.28850 -5.64811 -1.27266
H -1.45433 -0.95307 -4.47845
H -2.38589 -3.13780 -3.66425
H -0.23481 -4.47406 -3.48860
H -0.66528 -7.62989 -3.57845
H -2.54292 -1.00089 -1.47410

5.
64
Properties=species:S:1:pos:R:3 method="wB97M-V/def2-TZVPD" homo_energy_ev=-10.442 lumo_ev=0.386 charge=0
Br -2.52299 -4.08290 -0.25943
Br -1.75744 -4.98222 4.13109
F -1.40776 0.35656 -9.46145
F 0.21701 0.34472 -0.68804
F 1.24027 -4.13691 4.98007
F -0.01485 -1.72146 -0.33751
F 3.12016 -3.91387 3.90720
F -0.73724 2.24797 -8.55327
F 1.88083 4.87777 0.13963
F 0.75728 1.04341 -9.62640
F 2.22369 2.71877 0.17853
F 0.86567 3.69132 1.60136
F -1.75649 -0.54053 -0.41165
F 1.23494 -3.47777 2.97034
O -0.62260 -0.79197 -7.18359
O -1.31011 -0.96504 2.13171
O 1.62655 -1.69518 5.67175
O 0.47165 0.45610 1.95732
O -0.95537 3.28721 -0.39299
O 0.70153 3.44165 -1.94804
O 2.59005 -1.17065 3.71072
O 0.93971 0.76314 -6.85187
C -2.02386 3.02660 -1.36886
C 1.75557 1.44612 -4.73191
C 2.03082 -1.97686 4.57441
C 1.34241 3.68956 0.35316
C 1.29980 0.24471 -5.53192
C -2.65067 -5.06108 2.43287
C -1.38768 -0.74319 3.56687
C -0.40416 0.97630 -8.79990
C -1.84534 0.63469 3.88664
C -0.46930 -0.56298 -0.03253
C 2.65363 0.26043 4.05994
C -1.75838 -4.34705 1.46844
C 3.43322 0.97230 2.87024
C -0.39430 -0.27323 1.49674
C -3.12709 2.34293 -0.63719
C 0.24175 3.48970 -0.78364
C -0.06328 0.21566 -7.53191
C 1.86754 -3.39576 4.08001
H 3.21701 2.08062 2.91143
H 0.42084 -0.24285 -5.05589
H -2.61391 0.88407 3.13485
H -1.52680 -3.31485 1.86231
H 2.65893 1.84338 -5.11465
H 1.63957 0.65385 4.21753
H -0.95656 1.25203 3.81533
H 2.04862 -0.53988 -5.71350
H -2.27928 3.99905 -1.85667
H -2.38968 0.60891 4.82636
H -1.54674 2.34976 -2.15249
H -2.75169 -6.10122 2.19356
H -0.89569 -4.98548 1.28814
H -3.95734 2.32879 -1.29837
H 4.47907 0.85189 3.02959
H -3.62062 -4.58109 2.60129
H -2.71686 1.39118 -0.31380
H 0.95845 2.24431 -4.73112
H -3.45006 2.91458 0.25617
H 1.90355 1.20234 -3.67942
H 3.25326 0.55612 1.86990
H -2.09845 -1.56711 3.83054
H -0.32571 -0.88379 4.03650
H 3.26488 0.36643 5.00549

6.
58
Properties=species:S:1:pos:R:3 method="wB97M-V/def2-TZVPD" relative_energy_kcal_mol=9.27 homo_energy_ev=-10.624 lumo_ev=-2.963 charge=+1
Ir 1.81130 -0.26521 -1.46297
Cl 0.69146 3.20372 -5.39259
Cl 2.80983 1.12194 0.18585
Cl 0.54615 2.91793 0.78943
Cl 0.86897 -1.67100 -3.02459
S 1.35474 1.51643 -2.84510
S -3.39079 0.82918 4.59994
O -3.88679 1.28607 -1.70509
O -4.41808 1.08014 0.38203
O -3.74590 2.11627 5.12447
O 2.45093 -1.99468 -0.33248
O -4.37563 -0.21019 4.45032
N -0.20097 -0.05300 -0.49557
N -1.89375 -0.01183 0.91790
N -3.64887 0.98631 -0.55723
N 4.11751 -3.46361 -0.11961
C 0.46660 1.49289 -5.44166
C -0.59596 -0.33449 0.74168
C -2.04541 0.18402 5.57526
C 4.51251 -1.39899 -1.39061
C 3.63791 -2.32228 -0.59037
C 0.76814 0.73492 -4.29879
C -0.00702 0.90885 -6.60120
C -0.20223 -0.46421 -6.66576
C -2.54791 -0.14519 6.97531
C -2.32824 0.48904 -0.29206
C 0.25044 -0.91995 1.81383
C 0.07777 -1.25133 -5.56247
C -1.28252 0.45650 -1.15377
C 3.65573 -0.53224 -2.33253
C -2.63566 -0.19272 2.17131
C 0.54897 -0.62555 -4.42588
C 2.14623 2.80915 0.10549
C -2.67368 1.09568 2.98053
H 0.20170 -0.32186 2.72477
H -1.73100 -0.54886 7.57107
H -0.06782 -2.32264 -5.58161
H 5.30114 -1.95425 -1.90186
H -3.32317 1.83395 2.50970
H -2.92526 0.74986 7.46641
H -1.24823 0.79496 -2.17422
H -1.27284 0.95394 5.58899
H -0.07105 -1.93517 2.05403
H -1.68388 1.53615 3.11688
H -0.57258 -0.91765 -7.57388
H 1.28031 -0.96706 1.47566
H -1.67172 -0.70471 5.06218
H 5.01460 -0.76795 -0.64816
H 3.56034 -1.02793 -3.30129
H 5.05981 -3.75275 -0.31698
H -2.14129 -0.99401 2.71677
H 2.84695 3.39926 0.68489
H -3.34617 -0.88416 6.93396
H 4.15899 0.41733 -2.51700
H -0.22317 1.53823 -7.45286
H -3.64344 -0.52116 1.94410
H 2.13282 3.08627 -0.94264
H 3.52919 -4.06236 0.43806

7.
48
Properties=species:S:1:pos:R:3 method="wB97M-V/def2-TZVPD" multiplicity=6 relative_energy_kcal_mol=8.30 s2=8.764 homo_energy_ev="-19.194 / -19.162" lumo_ev="-10.301 / -14.047" charge=+3
Fe -0.08442 0.40071 -0.08620
O 2.14824 0.34993 -0.50662
O 0.68237 -1.68439 0.60705
O 0.02069 0.32396 2.19720
N -1.56238 -1.15651 -1.16305
N -5.15778 -4.42548 -3.35874
C -4.36679 -3.73925 -2.88428
C 2.82877 -0.85170 -0.09682
C 0.15948 2.62900 -1.62480
C -2.42350 -1.82431 -0.38560
C -1.03280 2.85894 0.49446
C -2.11452 2.15303 -0.02047
C -2.47952 -2.18685 -3.09950
C -3.35508 -2.69624 -0.90886
C -0.15710 -1.01037 2.71228
C -1.57882 -1.33727 -2.49192
C 1.84927 -1.97864 -0.17003
C -0.24610 1.36885 3.16699
C -0.92090 1.93726 -2.15218
C 3.03872 1.49442 -0.47263
C -3.39150 -2.87121 -2.29366
C -2.06322 1.69619 -1.35450
C 0.82275 -1.89735 2.01756
C 0.10667 3.09513 -0.29888
H -4.03563 -3.22447 -0.25538
H -0.93199 1.68070 -3.20509
H 3.66563 -1.06358 -0.76533
H 2.31833 -2.90693 0.15823
H -3.02385 2.04725 0.55935
H 1.83905 -1.65669 2.33284
H -0.85596 -0.79279 -3.08638
H -1.31612 1.45142 3.36180
H 3.41793 1.65582 0.53705
H -1.11082 3.31787 1.47071
H 0.03914 -1.04344 3.78398
H -2.36926 -1.66070 0.68341
H 3.88138 1.32594 -1.14167
H -2.94380 1.25181 -1.80253
H 3.23059 -0.70716 0.90887
H 1.49459 -2.10695 -1.19385
H 2.48729 2.36329 -0.80834
H 0.61568 -2.94078 2.26090
H -1.19029 -1.32493 2.54706
H 0.26764 1.14926 4.10093
H 0.98827 2.90347 -2.26636
H -2.47209 -2.31013 -4.17391
H 0.90158 3.72869 0.07849
H 0.14548 2.29593 2.76341

8.
50
Properties=species:S:1:pos:R:3 method="wB97M-V/def2-TZVPD" relative_energy_kcal_mol=0.00 homo_energy_ev="-14.018 / -14.039" lumo_ev="-8.555 / -7.997" charge=+2
Tl 1.31918 1.64722 0.36837
Se 0.00302 -3.22915 0.24365
Ge 1.40801 -6.08397 0.77068
O 0.60789 -0.54820 1.75355
O 1.74381 -2.30754 3.33865
N -0.85782 2.87213 -0.67800
N -1.37405 1.10836 1.34730
N -1.56940 0.10042 2.12302
C -0.42765 -0.64189 2.44091
C -1.91771 -2.59870 5.26402
C 0.54362 -4.76969 -0.62737
C 0.54267 -2.36434 3.93672
C 1.42121 -7.72725 -0.23255
C -2.70543 4.85728 -1.27552
C -0.56840 -1.59037 3.52460
C -2.88439 4.03571 -0.16836
C -1.94872 3.05159 0.08202
C -1.60353 4.65655 -2.08315
C -0.69685 3.65793 -1.73801
C 3.12554 -5.28800 1.13211
C -2.14191 2.12622 1.20975
C -1.79661 -1.72677 4.21634
C -0.80193 -3.35137 5.65941
C 0.25766 -6.11948 2.32428
C 0.40700 -3.24227 5.00743
C -1.82974 -3.69550 0.60204
H 1.27336 -3.81089 5.32122
H -2.27820 -2.89376 1.18316
H 0.13962 -5.13033 2.77281
H -2.94575 2.31056 1.92111
H -0.89329 -4.04326 6.48797
H 3.01436 -4.29114 1.56127
H 3.65049 -5.91345 1.85694
H -3.41518 5.64416 -1.49449
H -3.74420 4.15082 0.48010
H 1.98045 -7.61466 -1.16093
H 1.35491 -4.55375 -1.32257
H 0.40562 -8.05295 -0.45533
H 3.73014 -5.23540 0.22675
H -2.85536 -2.69534 5.79358
H -2.34220 -3.81746 -0.35015
H 1.70313 -1.62607 2.64075
H -1.84104 -4.62578 1.16617
H -0.72010 -6.54539 2.09487
H 1.90747 -8.49397 0.37475
H 0.73241 -6.76663 3.06556
H -1.42861 5.26654 -2.95877
H -0.28090 -5.29286 -1.11006
H 0.19570 3.49778 -2.33393
H -2.64014 -1.13004 3.89898